{
  "formula": "C30H66BF2N4O10P2S2",
  "method": "wB97M-V/def2-TZVPD",
  "homo_lumo_gap_ev": 7.18,
  "homo_energy_ev": -11.1,
  "total_charge": 1,
  "species": ["S", "S", "P", "P", "F", "F", "O", "O", "O", "O", "O", "O", "O", "O", "O", "O", "N", "N", "N", "N", "C", "C", "C", "C", "C", "C", "C", "C", "C", "C", "C", "C", "C", "C", "C", "C", "C", "C", "C", "C", "C", "C", "C", "C", "C", "C", "C", "C", "C", "C", "B", "H", "H", "H", "H", "H", "H", "H", "H", "H", "H", "H", "H", "H", "H", "H", "H", "H", "H", "H", "H", "H", "H", "H", "H", "H", "H", "H", "H", "H", "H", "H", "H", "H", "H", "H", "H", "H", "H", "H", "H", "H", "H", "H", "H", "H", "H", "H", "H", "H", "H", "H", "H", "H", "H", "H", "H", "H", "H", "H", "H", "H", "H", "H", "H", "H", "H"],
  "coordinates": [[-1.899, -2.509, 0.058], [-0.139, 4.785, -0.197], [-2.214, -0.817, -2.233], [1.896, 1.197, -2.335], [-0.690, 2.755, -1.999], [2.162, 2.668, 0.553], [3.058, -3.429, 2.536], [-1.318, -3.869, -0.510], [-2.171, -2.211, -3.057], [2.101, -1.901, -2.081], [-3.402, -2.756, -0.414], [-4.622, 0.534, 0.561], [2.022, -1.165, 2.721], [2.876, -2.306, -4.015], [-3.909, -0.459, -2.132], [-1.691, 0.333, -3.403], [0.294, -0.673, -0.688], [-3.337, -0.007, 2.641], [2.150, -2.768, -3.130], [-1.941, 1.324, -0.675], [0.247, 5.716, 1.381], [10.507, 0.901, -0.425], [-1.835, 0.283, 0.401], [6.506, -0.473, -2.717], [3.404, 0.792, -0.012], [0.536, 2.528, -4.757], [0.782, -1.510, 1.930], [-10.109, -3.505, 3.275], [-7.717, -2.143, 1.772], [-2.097, -2.943, 1.865], [-1.239, -0.928, -0.548], [1.206, 1.219, -4.088], [0.702, -1.485, -1.935], [-10.158, -2.998, 1.842], [9.261, 1.497, -1.061], [2.447, 3.082, -2.331], [7.630, -1.055, -1.873], [-0.561, 1.893, -0.759], [7.687, -0.468, -0.461], [2.865, -2.366, 4.931], [-8.073, -0.657, 1.877], [-0.674, 3.048, 0.399], [1.863, 6.017, 1.462], [-8.295, 0.001, 0.524], [1.868, 1.215, 0.334], [7.964, 1.038, -0.388], [0.689, 0.834, -0.809], [-8.797, -3.032, 1.144], [2.637, -2.378, 3.273], [0.989, -1.498, 0.345], [-3.275, 0.236, 1.108], [-11.112, -3.491, 3.713], [7.988, 1.335, 0.668], [0.592, -2.625, 2.327], [6.632, 0.603, -2.873], [-7.474, -2.517, 2.774], [0.403, -1.077, -2.958], [8.449, -1.007, 0.113], [9.321, 2.589, -0.989], [0.619, 0.305, -4.505], [-1.792, 3.287, 0.755], [-8.513, 1.066, 0.656], [2.332, 5.855, 0.396], [-1.076, 0.554, 1.284], [-9.464, -2.883, 3.903], [2.106, -3.077, 5.466], [6.491, -0.951, -3.702], [-8.428, -4.065, 1.131], [1.500, 0.990, 1.435], [11.403, 1.287, -0.922], [-10.855, -3.627, 1.274], [-8.934, -2.751, 0.094], [9.243, 1.261, -2.129], [-0.047, -0.882, 2.429], [7.125, 1.586, -0.833], [3.903, 0.604, 1.062], [8.587, -0.916, -2.386], [1.997, 7.161, 1.762], [10.525, -0.189, -0.512], [-4.486, -1.274, -2.295], [0.872, -2.660, 0.048], [-1.823, -2.109, 2.633], [0.155, -2.550, -1.970], [-9.139, -0.445, -0.010], [2.649, -1.261, 5.327], [-2.067, 0.070, -4.292], [3.592, -0.195, -0.592], [2.389, 5.295, 2.245], [-10.576, -1.986, 1.823], [0.589, 2.350, -5.940], [1.029, 3.564, -4.595], [3.316, 3.303, -1.581], [-0.052, 5.064, 2.335], [6.735, -0.668, 0.047], [-5.238, -0.153, 0.948], [-2.726, 1.963, -0.631], [-7.252, -0.139, 2.386], [-0.637, 2.501, -4.534], [2.227, 1.130, -4.725], [2.187, -1.501, 0.332], [-3.189, -3.312, 2.179], [-8.958, -0.518, 2.504], [4.081, 1.611, -0.498], [-0.383, 6.719, 1.493], [2.969, 3.283, -3.392], [-7.403, -0.087, -0.103], [-3.449, 0.896, 3.152], [3.993, -2.572, 5.165], [10.568, 1.165, 0.635], [7.479, -2.138, -1.792], [1.558, 3.825, -2.298], [-4.153, -0.646, 2.799], [5.534, -0.643, -2.244], [-1.399, -3.867, 2.168], [-6.797, -2.247, 1.183], [-9.739, -4.535, 3.312], [-0.169, 2.755, 1.440]]
}

---

{
  "formula": "C30H66Cl18O12",
  "method": "wB97M-V/def2-TZVPD",
  "homo_lumo_gap_ev": 9.65,
  "homo_energy_ev": -9.5,
  "species": ["Cl", "Cl", "Cl", "Cl", "Cl", "Cl", "Cl", "Cl", "Cl", "Cl", "Cl", "Cl", "Cl", "Cl", "Cl", "Cl", "Cl", "Cl", "O", "O", "O", "O", "O", "O", "O", "O", "O", "O", "O", "O", "C", "C", "C", "C", "C", "C", "C", "C", "C", "C", "C", "C", "C", "C", "C", "C", "C", "C", "C", "C", "C", "C", "C", "C", "C", "C", "C", "C", "C", "C", "H", "H", "H", "H", "H", "H", "H", "H", "H", "H", "H", "H", "H", "H", "H", "H", "H", "H", "H", "H", "H", "H", "H", "H", "H", "H", "H", "H", "H", "H", "H", "H", "H", "H", "H", "H", "H", "H", "H", "H", "H", "H", "H", "H", "H", "H", "H", "H", "H", "H", "H", "H", "H", "H", "H", "H", "H", "H", "H", "H", "H", "H", "H", "H", "H", "H"],
  "coordinates": [[0.091, -4.962, -6.112], [-3.258, -4.008, 3.910], [5.461, -0.191, 4.420], [-1.613, 6.175, -2.796], [-2.173, 4.136, -4.893], [-0.964, 3.499, -2.213], [0.426, -3.709, -3.487], [0.239, 0.010, 5.372], [3.295, 0.691, 2.704], [-2.465, -4.460, 1.028], [2.133, -1.941, 6.100], [3.167, 1.199, 5.589], [2.252, -5.950, -4.374], [6.569, -1.648, -2.371], [4.547, 0.151, -3.613], [0.743, -2.092, 3.378], [4.012, -2.769, -3.229], [-2.336, -6.618, 3.128], [1.997, 4.594, 0.054], [3.361, 4.831, 4.898], [2.571, -7.062, 2.585], [4.496, 5.525, -0.610], [1.505, -5.407, 0.314], [-1.069, 0.183, 1.361], [-3.952, 3.137, -0.644], [0.306, -0.192, -1.375], [-0.188, 4.335, 3.679], [-5.349, 3.887, -3.284], [-4.445, -5.045, -5.390], [-4.068, -3.119, -2.867], [-5.843, 3.111, -2.219], [-1.782, -0.900, 0.850], [3.021, -8.184, 3.362], [4.296, 5.897, 4.682], [0.743, -5.935, 1.417], [-3.539, -2.133, -2.022], [4.334, 4.352, 0.155], [0.743, 0.016, -2.689], [3.018, 4.383, 0.940], [0.753, 0.764, -0.448], [-6.378, 4.384, -4.145], [0.762, 4.551, 0.761], [-2.108, 4.552, -3.159], [0.322, 0.327, 0.967], [-3.201, -5.166, 2.551], [-3.641, -5.293, -4.242], [0.985, 4.078, 4.516], [0.647, -1.691, 5.119], [-3.083, 2.474, 0.260], [5.297, -1.516, -3.571], [4.183, 1.021, 4.199], [2.043, 5.309, 4.615], [-3.122, -4.036, -3.456], [5.764, 5.601, -1.248], [1.004, -4.098, -0.108], [1.290, -4.517, -4.863], [1.253, -7.211, 2.134], [-3.807, -4.215, -6.349], [-4.746, 2.256, -1.467], [-1.118, 3.271, 3.651], [0.623, 3.798, 5.506], [3.109, 5.169, 1.690], [0.277, -0.814, -3.220], [2.018, -3.823, -5.282], [-2.266, 2.061, -0.332], [1.158, -7.898, 1.293], [-2.470, -4.449, -2.687], [-0.123, -2.321, 5.565], [-1.026, 2.313, 3.140], [5.187, 4.225, 0.821], [4.606, 2.014, 4.045], [-0.251, -5.984, 0.973], [-3.116, 4.529, -2.745], [0.612, 1.118, 1.658], [1.895, 5.914, 3.721], [0.712, 3.609, 1.309], [1.681, 5.895, 5.459], [-6.279, 3.801, -5.061], [-2.781, -5.838, -4.631], [-6.586, 2.389, -2.557], [-7.366, 4.247, -3.706], [-4.179, 1.789, -2.272], [5.342, 5.602, 4.762], [4.029, -8.047, 3.753], [-2.832, -4.637, -6.593], [-4.464, -4.236, -7.218], [-4.321, -1.518, -1.576], [0.389, 1.753, -0.725], [5.681, -1.649, -4.582], [-6.077, 5.417, -4.321], [6.529, 5.641, -0.473], [1.357, -3.375, 0.627], [1.809, -0.191, -2.781], [-1.488, 3.171, 4.671], [4.114, 6.601, 5.493], [-4.106, -5.973, -3.529], [4.273, 3.437, -0.433], [1.556, -3.979, -1.040], [-1.872, 3.775, 3.047], [0.538, 0.996, -3.120], [-2.882, -1.525, -2.643], [-3.553, 1.679, 0.839], [-5.173, 1.453, -0.866], [0.646, 5.329, 1.515], [3.036, -9.086, 2.751], [1.843, 0.792, -0.421], [1.550, 3.169, 4.307], [4.205, 6.391, 3.714], [-1.256, -1.484, 0.095], [2.394, -8.165, 4.254], [-0.051, 4.582, 0.036], [6.044, 4.726, -1.836], [-2.660, 3.186, 0.968], [0.946, -0.528, 1.223], [-3.664, -3.164, -6.100], [2.939, 3.438, 1.478], [-0.065, -4.022, -0.306], [0.730, -5.114, 2.133], [-2.461, -3.411, -4.056], [5.812, 6.514, -1.841], [-3.012, -2.521, -1.150], [-6.318, 3.756, -1.481], [-4.184, -5.461, 2.183], [0.640, -7.553, 2.968], [-2.033, -1.595, 1.651], [-2.745, -0.550, 0.479]]
}

---

{
  "formula": "C30H66F3N5O12P",
  "method": "wB97M-V/def2-TZVPD",
  "homo_lumo_gap_ev": 6.40,
  "homo_energy_ev": -10.5,
  "total_charge": 1,
  "species": ["P", "F", "F", "F", "O", "O", "O", "O", "O", "O", "O", "O", "O", "O", "O", "O", "N", "N", "N", "N", "N", "C", "C", "C", "C", "C", "C", "C", "C", "C", "C", "C", "C", "C", "C", "C", "C", "C", "C", "C", "C", "C", "C", "C", "C", "C", "C", "C", "C", "C", "C", "H", "H", "H", "H", "H", "H", "H", "H", "H", "H", "H", "H", "H", "H", "H", "H", "H", "H", "H", "H", "H", "H", "H", "H", "H", "H", "H", "H", "H", "H", "H", "H", "H", "H", "H", "H", "H", "H", "H", "H", "H", "H", "H", "H", "H", "H", "H", "H", "H", "H", "H", "H", "H", "H", "H", "H", "H", "H", "H", "H", "H", "H", "H", "H", "H", "H"],
  "coordinates": [[-3.087, -1.797, 0.456], [1.770, -4.052, 7.918], [3.964, -4.456, 8.107], [2.596, -4.380, 9.979], [3.680, -0.101, -1.666], [2.343, 5.121, 3.516], [5.557, 0.414, -3.870], [-5.791, -2.778, -8.736], [2.231, 5.037, 0.580], [-0.843, 3.435, -3.153], [-0.953, 2.879, -0.271], [-3.033, -3.515, 0.410], [-5.478, -2.201, -5.872], [3.443, -1.703, 7.587], [-2.737, -1.082, -1.033], [-4.517, -1.464, 0.927], [1.316, -0.468, 4.380], [0.352, 0.039, 3.578], [3.614, -1.731, 1.937], [-0.722, 0.437, 4.271], [-0.593, 0.231, 5.588], [2.895, -3.790, 8.735], [-2.409, -5.559, -0.797], [-4.578, -2.954, -8.012], [-1.166, 4.782, -2.832], [2.809, -0.423, 7.364], [-6.133, -1.408, -8.901], [0.424, 0.179, 2.102], [-2.354, 2.732, -0.426], [-1.931, -1.123, 1.781], [-6.884, -2.381, -5.757], [3.177, -2.219, 8.894], [2.745, -2.016, 2.877], [4.502, 0.736, -0.865], [1.139, 5.007, 2.761], [3.319, 0.511, -2.905], [3.574, 4.576, 0.614], [-4.569, -2.039, -2.398], [1.250, -0.688, 7.113], [6.361, -0.628, -3.332], [-4.845, -3.284, -6.547], [0.252, 2.940, -2.390], [2.673, -0.994, 4.087], [2.950, 6.400, 3.384], [-2.081, -3.990, -0.586], [-3.938, -0.710, -1.772], [-0.220, 2.096, -1.213], [1.373, 4.288, 1.437], [4.201, 0.020, -4.049], [0.732, -0.330, 5.665], [-0.381, -1.031, 1.369], [-3.402, -5.594, -1.368], [-1.160, 4.964, -1.755], [1.491, 0.195, 1.690], [2.950, 6.754, 2.352], [-2.281, -0.069, 2.022], [4.124, -1.066, -4.167], [3.320, 0.159, 6.534], [-4.491, -2.954, -1.733], [-7.329, -2.751, -6.684], [2.932, 0.186, 8.319], [-1.549, -6.019, -1.372], [-5.438, -4.200, -6.452], [-1.036, -3.849, -0.130], [-2.586, -6.067, 0.214], [7.278, -0.183, -2.942], [-0.041, 1.173, 1.814], [-2.167, 4.991, -3.212], [4.978, 0.116, -0.102], [-7.186, -1.352, -9.181], [1.773, 3.280, 1.602], [-7.332, -1.414, -5.521], [0.440, 4.416, 3.362], [-5.988, -0.832, -7.984], [-3.591, -0.075, -2.662], [3.884, 1.492, -0.370], [0.846, 2.307, -3.056], [0.415, 4.187, 0.920], [-0.201, -1.027, 0.238], [-0.456, 5.457, -3.320], [-4.051, -3.797, -8.470], [4.212, 5.356, 0.193], [-2.667, 1.789, 0.033], [-0.813, 1.239, -1.554], [6.622, -1.337, -4.122], [-2.849, 3.557, 0.090], [-5.531, -0.973, -9.705], [-2.043, -1.802, 2.697], [3.354, 1.602, -2.822], [-4.011, -2.222, -3.383], [4.040, -2.114, 9.627], [3.567, -2.436, 1.187], [2.426, 7.122, 4.018], [0.684, 0.006, 7.830], [0.661, 1.705, -0.690], [3.671, 3.675, 0.000], [2.257, -1.794, 9.403], [-3.939, -2.069, -8.105], [-5.661, -1.839, -2.629], [2.087, -2.941, 2.760], [5.859, -1.157, -2.518], [0.891, 3.764, -2.052], [-2.191, -3.515, -1.608], [2.284, 0.223, -3.113], [-2.659, 2.751, -1.475], [-7.101, -3.078, -4.943], [3.984, 6.322, 3.723], [0.907, -1.743, 7.405], [-3.885, -3.455, -6.047], [5.284, 1.228, -1.447], [3.363, -0.106, 3.858], [3.854, 0.483, -4.979], [3.161, -1.517, 4.984], [0.690, 5.993, 2.599], [-4.668, -0.066, -1.196], [3.912, 4.364, 1.631], [0.103, -2.008, 1.735]]
}

---

{
  "formula": "C30H66O23Si2",
  "method": "wB97M-V/def2-TZVPD",
  "homo_lumo_gap_ev": 11.23,
  "homo_energy_ev": -10.7,
  "species": ["Si", "Si", "O", "O", "O", "O", "O", "O", "O", "O", "O", "O", "O", "O", "O", "O", "O", "O", "O", "O", "O", "O", "O", "O", "O", "C", "C", "C", "C", "C", "C", "C", "C", "C", "C", "C", "C", "C", "C", "C", "C", "C", "C", "C", "C", "C", "C", "C", "C", "C", "C", "C", "C", "C", "C", "H", "H", "H", "H", "H", "H", "H", "H", "H", "H", "H", "H", "H", "H", "H", "H", "H", "H", "H", "H", "H", "H", "H", "H", "H", "H", "H", "H", "H", "H", "H", "H", "H", "H", "H", "H", "H", "H", "H", "H", "H", "H", "H", "H", "H", "H", "H", "H", "H", "H", "H", "H", "H", "H", "H", "H", "H", "H", "H", "H", "H", "H", "H", "H", "H", "H"],
  "coordinates": [[0.949, 7.207, 4.936], [-1.549, 6.691, 6.361], [-1.290, 6.020, -3.211], [-2.973, 7.342, -2.717], [2.941, -2.828, -0.626], [2.855, -10.721, -2.078], [2.077, -3.883, 1.225], [-2.370, -6.076, -4.018], [2.951, -5.109, -0.373], [-6.170, 3.657, 5.582], [-1.439, 5.924, 7.939], [-0.913, 7.809, -1.817], [3.718, -9.666, -3.929], [-0.233, 3.354, 1.094], [-0.749, -4.470, -4.298], [3.935, -1.455, -5.805], [4.639, -3.642, -5.720], [-6.795, 5.682, 6.472], [0.709, 2.481, -0.688], [-4.987, 4.704, 7.247], [0.470, 1.168, 1.180], [4.877, -2.328, -7.587], [3.729, -11.948, -3.677], [-0.752, -6.453, -5.455], [-0.239, 5.987, 5.373], [0.506, 3.343, 3.413], [-1.649, 7.130, -2.520], [3.501, -5.208, -1.685], [-1.237, -5.561, -4.557], [3.468, -10.676, -3.287], [1.408, 1.402, -1.304], [0.083, 5.626, -3.086], [-3.800, -4.123, -3.756], [-4.131, 3.565, 7.295], [-0.671, 3.273, 2.456], [2.690, -3.838, 0.016], [-1.225, 6.899, 9.022], [-3.040, -5.241, -3.065], [0.449, -2.078, 1.093], [3.497, -1.537, -4.443], [0.317, 7.433, 9.182], [1.227, -8.916, -2.211], [0.321, 2.226, 0.585], [-5.996, 4.593, 6.350], [0.386, -5.984, -6.175], [-3.503, 8.423, -1.954], [0.337, 4.953, -1.748], [4.489, -2.584, -6.314], [4.279, -12.047, -4.988], [5.577, -3.407, -8.203], [2.472, -9.454, -1.528], [1.694, -2.616, 1.775], [4.674, -1.466, -3.486], [-9.028, 4.779, 6.124], [-7.943, 5.711, 5.615], [-2.806, 6.415, 5.643], [0.831, 0.473, -1.255], [5.170, -11.419, -5.095], [0.281, 4.912, -3.892], [0.634, -1.865, 0.035], [-1.273, 2.370, 2.617], [-4.379, -3.543, -3.033], [0.112, -1.156, 1.573], [5.276, -0.573, -3.682], [0.181, 5.647, -0.917], [1.169, 2.481, 3.294], [1.108, 4.236, 3.217], [3.304, -8.742, -1.579], [-9.275, 5.008, 7.166], [0.273, 8.408, 9.868], [0.773, -6.812, -6.775], [0.319, 8.286, 4.149], [4.999, -4.336, -8.155], [4.569, -13.087, -5.157], [0.089, -5.176, -6.851], [-4.535, 8.592, -2.275], [0.889, -7.994, -1.730], [2.257, -9.622, -0.467], [1.008, 6.633, 9.709], [-0.360, -2.815, 1.130], [-3.749, -5.881, -2.528], [2.840, -0.677, -4.270], [3.522, -11.773, -5.730], [-3.510, 8.160, -0.892], [0.161, 3.368, 4.450], [1.743, 7.712, 6.049], [-4.670, 2.714, 7.722], [-1.490, 6.341, 10.043], [2.387, 1.275, -0.830], [1.479, -2.784, 2.836], [1.363, 4.578, -1.693], [4.329, -1.441, -2.449], [-7.660, 5.481, 4.581], [-8.318, 6.740, 5.625], [3.792, -6.249, -1.854], [-3.740, 3.317, 6.303], [-3.121, -3.442, -4.277], [-3.286, 3.802, 7.948], [0.836, 7.766, 8.187], [-2.332, -4.854, -2.323], [2.744, -4.935, -2.426], [1.177, -5.650, -5.497], [-9.933, 4.870, 5.516], [-8.702, 3.735, 6.097], [1.564, 1.655, -2.356], [4.392, -4.581, -1.792], [1.906, 6.543, 4.014], [2.526, -1.904, 1.724], [-4.481, -4.531, -4.511], [0.418, -9.653, -2.173], [1.412, -8.703, -3.268], [-0.356, 4.119, -1.599], [5.733, -3.154, -9.256], [-1.328, 4.132, 2.629], [2.895, -2.439, -4.282], [5.337, -2.328, -3.605], [-1.430, 8.166, 6.477], [-2.936, 9.345, -2.121], [-1.981, 7.818, 8.937], [6.555, -3.534, -7.729], [0.748, 6.483, -3.243]]
}